Entry w
One molecule with the formula C4H7NS. Source: the OMol25 dataset; level of theory: ωB97M-V/def2-TZVPD.

Each line ends with the natural charge from an NBO analysis.
Cartesian coordinates (Å):
C  -2.706  -0.699  -0.090  -0.64
C  -1.591  0.079  0.474  -0.06
N  -1.097  1.146  -0.433  -0.53
C  -0.267  -0.026  -0.281  -0.18
C  0.973  0.123  0.448  -0.25
S  2.485  -0.244  -0.102  0.03
H  -2.581  -1.772  -0.144  0.22
H  -3.591  -0.631  0.596  0.22
H  -2.966  -0.360  -1.126  0.24
H  -1.551  0.173  1.614  0.21
H  -0.585  1.868  0.073  0.35
H  -0.249  -0.694  -1.117  0.21
H  0.982  0.429  1.462  0.19

Summary:
- spin multiplicity = 1
- HOMO (eV) = -8.810
- lowest unoccupied orbital energy (eV) = -0.430
- Kohn-Sham gap (eV) = 8.38
- SMILES = C[C@@H]1N[C@H]1C=S

=====

Entry x
One molecule with the formula C4H7NS. Source: the OMol25 dataset; level of theory: ωB97M-V/def2-TZVPD.

Each line ends with the natural charge from an NBO analysis.
Cartesian coordinates (Å):
S  -2.753  0.275  -0.157  0.02
C  -1.460  -0.545  0.494  -0.18
C  -0.347  -1.054  -0.340  -0.53
C  0.655  0.077  -0.633  -0.02
C  1.277  0.725  0.569  -0.23
N  0.333  1.379  -0.334  -0.65
H  -1.296  -0.762  1.506  0.18
H  0.225  -1.930  0.076  0.22
H  -0.644  -1.354  -1.319  0.24
H  1.368  -0.126  -1.510  0.18
H  0.886  0.381  1.523  0.18
H  2.296  1.199  0.594  0.21
H  -0.540  1.735  -0.469  0.40

Summary:
- spin multiplicity = 1
- HOMO (eV) = -8.919
- lowest unoccupied orbital energy (eV) = -0.600
- Kohn-Sham gap (eV) = 8.32
- SMILES = S=CC[C@@H]1CN1

=====

Which structure loses on stability? entry x does.